{
  "formula": "CHF2OS2",
  "method": "the ωB97M-V functional and the def2-TZVPD basis",
  "symbols": ["C", "O", "F", "F", "S", "S", "H"],
  "xyz": [[0.7860, -0.5756, 0.0323], [-2.8436, 0.2433, 0.1869], [0.5427, -1.5865, 0.9271], [1.7131, -0.9551, -0.8806], [1.7127, 2.3104, -0.3736], [0.6025, 0.9905, 0.5636], [-2.5133, -0.4271, -0.4557]],
  "forces_ev_per_angstrom": [[1.98, -0.59, 1.12], [0.68, -0.63, -0.52], [0.01, 1.35, -1.86], [-1.51, 0.23, 1.00], [-0.12, -0.52, -0.15], [-0.70, -0.50, -0.14], [-0.34, 0.65, 0.55]],
  "relative_energy_kj_mol": 350.3,
  "e_lumo_ha": [0.0828, 0.0654],
  "energy_ha": -1109.96460,
  "homo_lumo_gap_ev": [5.0, 4.2],
  "charge": -1
}